1.
Computed, not measured: an isolated molecule of C25H26N2O5, with wB97M-V/def2-TZVPD.

Properties
LUMO level, eV: 0.57
Highest occupied orbital energy, eV: -7.86
E_tot, eV: -39564.584
Gap between HOMO and LUMO, eV: 8.431

Geometry as ORCA input:
```
! wB97M-V def2-TZVPD RIJCOSX def2/J DEFGRID3
* xyz 0 1
C 5.691 4.427 0.996
O 5.400 3.463 0.014
C 4.218 2.792 0.089
C 3.245 2.991 1.064
C 2.079 2.248 1.034
C 1.846 1.301 0.045
C 0.545 0.520 0.075
C -0.676 1.455 -0.121
C -1.735 1.157 0.947
O -1.592 0.333 1.823
N -2.837 1.935 0.848
C -4.027 1.677 1.635
C -5.162 1.246 0.766
C -6.417 1.752 0.591
C -7.044 0.932 -0.379
C -6.120 -0.003 -0.727
O -4.981 0.178 -0.041
C -1.274 1.328 -1.528
C -0.168 0.980 -2.516
C 0.336 -0.411 -2.179
O 0.495 -1.275 -3.017
N 0.533 -0.598 -0.847
C 0.890 -1.871 -0.341
C 1.926 -2.007 0.578
C 2.250 -3.249 1.079
C 1.554 -4.387 0.669
O 1.958 -5.565 1.224
C 1.296 -6.745 0.843
C 0.523 -4.249 -0.253
C 0.194 -3.000 -0.746
C 2.829 1.096 -0.915
C 3.996 1.831 -0.897
H 6.674 4.819 0.741
H 4.962 5.244 0.987
H 5.727 3.983 1.996
H 3.385 3.714 1.852
H 1.339 2.400 1.808
H 0.434 0.087 1.079
H -0.339 2.486 0.031
H -2.935 2.565 0.069
H -4.319 2.573 2.191
H -3.753 0.884 2.339
H -6.844 2.595 1.095
H -8.038 1.031 -0.761
H -6.149 -0.818 -1.422
H -1.758 2.261 -1.827
H -2.027 0.535 -1.544
H -0.538 0.966 -3.542
H 0.644 1.707 -2.448
H 2.490 -1.143 0.896
H 3.050 -3.367 1.792
H 1.397 -6.935 -0.230
H 1.781 -7.548 1.397
H 0.234 -6.714 1.108
H -0.039 -5.105 -0.592
H -0.608 -2.905 -1.460
H 2.696 0.348 -1.682
H 4.761 1.673 -1.640
*
```

---

2.
Computed, not measured: an isolated molecule of C25H26N2O5 at a distorted geometry, with wB97M-V/def2-TZVPD.

Properties
LUMO level, eV: 0.41
Highest occupied orbital energy, eV: -8.46
E_tot, eV: -39563.676
Gap between HOMO and LUMO, eV: 8.875

Geometry as ORCA input:
```
! wB97M-V def2-TZVPD RIJCOSX def2/J DEFGRID3
* xyz 0 1
C 4.692 -5.483 0.071
C 3.865 -4.637 -0.867
O 4.376 -3.811 -1.591
C 2.400 -4.860 -0.862
C 1.626 -4.129 -1.763
C 0.255 -4.268 -1.820
C -0.382 -5.155 -0.956
O -1.723 -5.380 -0.908
C -2.580 -4.596 -1.702
C -2.515 -3.136 -1.380
C -2.667 -2.020 -2.152
C -2.479 -0.947 -1.240
C -2.599 0.477 -1.663
O -3.151 0.713 -2.727
N -2.111 1.449 -0.871
C -1.344 1.296 0.342
C 0.107 1.722 0.102
C 0.153 3.172 -0.402
O -0.347 4.072 0.568
C 0.421 4.442 1.634
C 1.736 4.053 1.854
C 2.419 4.511 2.970
C 1.801 5.353 3.872
C 0.489 5.741 3.654
C -0.214 5.299 2.548
C -1.632 5.709 2.298
C -0.740 3.316 -1.639
C -2.153 2.820 -1.339
N -2.240 -1.419 -0.040
O -2.265 -2.765 -0.116
C 0.384 -5.899 -0.055
C 1.752 -5.755 -0.008
H 4.400 -5.293 1.101
H 5.742 -5.234 -0.056
H 4.543 -6.539 -0.146
H 2.130 -3.440 -2.425
H -0.304 -3.684 -2.535
H -2.382 -4.738 -2.774
H -3.583 -4.977 -1.480
H -2.879 -1.938 -3.196
H -1.396 0.266 0.688
H -1.783 1.950 1.104
H 0.662 1.630 1.035
H 0.568 1.072 -0.644
H 1.183 3.446 -0.674
H 2.245 3.397 1.166
H 3.441 4.200 3.126
H 2.334 5.707 4.742
H 0.000 6.400 4.356
H -1.969 6.417 3.051
H -2.285 4.837 2.316
H -1.723 6.164 1.313
H -0.779 4.364 -1.938
H -0.310 2.734 -2.456
H -2.773 2.853 -2.236
H -2.599 3.443 -0.559
H -0.128 -6.582 0.604
H 2.312 -6.341 0.703
*
```

---

3.
Computed, not measured: a cluster of 2 separate species, C25H26N2O8S in total at a distorted geometry, with wB97M-V/def2-TZVPD.

Properties
LUMO level, eV: -0.02
Highest occupied orbital energy, eV: -7.79
E_tot, eV: -56515.029
Gap between HOMO and LUMO, eV: 7.764

Geometry as ORCA input:
```
! wB97M-V def2-TZVPD RIJCOSX def2/J DEFGRID3
* xyz 0 1
C -8.856 -1.351 -0.498
H -9.299 -2.266 -0.852
O -7.394 -1.636 -0.590
C -6.552 -0.809 -0.289
C -6.904 0.363 -0.112
C -6.014 1.389 0.402
C -4.711 0.979 0.532
C -4.304 -0.181 -0.064
C -5.302 -1.127 -0.353
O -4.692 -2.425 -0.536
C -5.596 -3.248 -0.953
H -6.165 -3.104 -1.999
H -4.820 -4.448 -1.268
H -6.243 -3.663 -0.178
H -3.264 -0.533 -0.073
N -3.737 2.053 0.813
C -2.291 1.787 0.855
O -1.730 0.876 0.738
C -1.519 3.379 1.105
H -1.963 4.114 0.598
H -1.885 3.546 2.112
O -0.348 3.163 1.249
C 0.234 2.980 -0.098
O -0.472 3.154 -0.969
C 1.609 2.480 -0.406
C 2.253 1.784 0.980
C 3.398 0.928 0.913
C 4.075 1.193 -0.334
C 3.435 1.564 -1.336
C 2.329 2.207 -1.307
H 1.849 2.792 -2.304
H 4.033 1.491 -2.498
S 5.461 -0.047 -0.408
O 6.016 -0.342 0.839
O 6.224 0.195 -1.541
N 4.700 -1.323 -0.754
C 3.789 -1.945 0.042
C 4.306 -2.553 1.594
C 3.488 -2.940 2.395
C 2.026 -2.650 2.407
C 1.658 -2.231 1.372
C 2.235 -1.646 0.398
O 1.792 -1.100 -0.902
C 0.444 -1.027 -1.035
H -0.032 -0.227 -0.322
H 0.135 -1.914 -1.125
H 0.437 -0.461 -1.958
H 0.645 -2.131 1.228
H 1.529 -3.005 3.018
H 3.816 -3.398 3.287
H 5.402 -2.662 1.305
C 4.389 -1.726 -2.235
H 3.634 -1.219 -2.616
H 5.278 -1.469 -2.649
H 4.396 -2.913 -2.225
H 3.885 0.749 1.988
H 1.605 1.752 1.852
H -4.134 3.013 0.887
H -6.223 2.586 0.602
H -7.813 0.843 0.333
H -9.039 -0.651 -1.420
H -9.196 -1.011 0.490
*
```

---

4.
Computed, not measured: an isolated molecule of C25H26N4O4 at a distorted geometry, with wB97M-V/def2-TZVPD.

Properties
LUMO level, eV: 0.29
Highest occupied orbital energy, eV: -7.77
E_tot, eV: -40499.714
Gap between HOMO and LUMO, eV: 8.065

Geometry as ORCA input:
```
! wB97M-V def2-TZVPD RIJCOSX def2/J DEFGRID3
* xyz 0 1
C 5.377 1.938 -1.121
C 4.054 2.217 -0.474
C 4.003 3.067 0.645
C 2.823 3.357 1.285
C 1.653 2.784 0.790
C 1.675 1.931 -0.349
C 2.899 1.654 -0.970
C 0.320 1.547 -0.556
C -0.438 2.154 0.438
C -1.859 1.972 0.544
O -2.602 2.462 1.375
N -2.350 1.130 -0.457
C -3.763 0.875 -0.444
C -4.313 0.140 0.593
C -5.677 -0.092 0.613
C -6.481 0.400 -0.400
C -5.923 1.130 -1.436
C -4.561 1.375 -1.460
C -1.637 0.513 -1.471
O -2.176 -0.208 -2.284
N -0.278 0.749 -1.503
C 0.487 0.118 -2.553
C 1.420 -0.995 -2.070
O 2.414 -1.304 -2.694
N 1.051 -1.569 -0.914
C 1.724 -2.714 -0.350
C 0.694 -3.817 -0.064
C 1.306 -5.013 0.675
C 1.004 -4.688 2.137
C -0.345 -3.984 2.014
O -0.317 -3.280 0.785
N 0.377 2.906 1.250
C -0.038 3.692 2.379
H 5.283 1.154 -1.867
H 6.109 1.628 -0.377
H 5.757 2.837 -1.607
H 4.924 3.497 1.009
H 2.799 4.006 2.146
H 2.959 0.996 -1.820
H -3.676 -0.242 1.377
H -6.110 -0.662 1.421
H -7.545 0.215 -0.383
H -6.549 1.514 -2.228
H -4.116 1.942 -2.262
H 1.073 0.863 -3.097
H -0.235 -0.332 -3.245
H 0.159 -1.356 -0.492
H 2.218 -2.422 0.583
H 2.473 -3.049 -1.070
H 0.223 -4.110 -1.011
H 0.802 -5.934 0.382
H 2.369 -5.112 0.470
H 1.753 -4.007 2.540
H 0.953 -5.571 2.768
H -1.164 -4.716 1.994
H -0.536 -3.265 2.814
H 0.208 4.744 2.219
H 0.462 3.346 3.286
H -1.114 3.588 2.496
*
```

---

Listing energy relative to the best compared isomer or geometry (same formula, charge and spin) for the structures above in their given order: 1.8565; 2.7643; 28.4653; 0.0581 eV.